Formula: C31H23N3O7P2Sr
Source: OMol25
Level of theory: wB97M-V/def2-TZVPD

Max |F| = 4.26 eV Å⁻¹
ΔE to the lowest compared entry with this formula, charge and spin = 1.1577 eV
2S+1 = 1

Atoms and positions in Å:
H 2.336 -3.428 -4.796
C -2.999 3.978 -5.183
H -0.260 0.050 -5.565
O -2.370 -2.374 4.735
C -1.831 0.200 5.210
H -0.050 3.789 -3.556
C -0.789 -2.030 -5.565
H 2.166 -1.405 -0.287
C -0.587 -0.797 -4.969
C -1.192 -3.121 -4.793
C -1.763 4.359 -4.684
C -1.437 2.142 -3.767
N 1.172 1.325 -3.288
O 1.104 2.415 1.898
C -0.947 0.427 2.941
H -0.631 -2.149 -6.631
O -0.905 2.836 1.083
C 2.206 -1.840 -1.279
C -2.690 1.773 -4.259
H 2.004 -3.849 -0.533
P -0.473 0.956 -2.761
P 2.393 0.775 -2.136
O -1.187 -2.412 2.938
H -4.435 2.388 -5.339
C 2.169 -3.789 -2.676
H -1.347 -4.088 -5.260
H 5.185 2.337 -5.955
C -1.634 1.537 5.427
O -1.734 3.305 6.900
C 3.952 1.675 -4.326
H -3.061 0.768 -4.101
C 2.398 -1.606 -3.669
C 2.307 -2.980 -3.807
C -1.486 -0.360 3.991
H -2.252 -0.421 5.982
H 2.095 -4.865 -2.789
C 6.296 1.656 -2.826
H 7.269 2.320 -4.622
H -1.691 -3.825 -2.827
C -1.387 -2.976 -3.430
H -1.401 5.371 -4.836
H 1.297 2.312 -3.479
C 6.330 2.032 -4.164
C -0.772 1.823 3.244
H 2.487 -0.974 -4.549
Sr 0.355 1.219 0.185
H -3.602 4.687 -5.739
H 7.207 1.652 -2.238
C -3.464 2.687 -4.961
C 5.160 2.044 -4.911
C -0.155 2.516 2.056
N -1.991 2.123 6.731
C -0.993 3.448 -3.970
O -2.534 1.416 7.562
C 5.091 1.300 -2.237
H -1.332 -1.624 -1.763
C 2.348 -1.026 -2.400
O -0.610 0.008 1.755
H 5.066 1.022 -1.188
C 2.119 -3.224 -1.413
C -1.186 -1.733 -2.832
H -0.933 3.413 4.664
C -0.791 -0.640 -3.596
H 3.046 1.667 -4.922
C -1.088 2.364 4.450
N -1.710 -1.822 3.863
C 3.913 1.297 -2.986



Formula: C17H22N2O5
Source: OMol25
Level of theory: wB97M-V/def2-TZVPD

Max |F| = 19.49 eV Å⁻¹
ΔE to the lowest compared entry with this formula, charge and spin = 18.4476 eV
2S+1 = 1

Atoms and positions in Å:
O 1.783 -3.941 -0.083
H -2.410 -3.598 1.534
H -1.723 -2.093 2.082
O -0.895 3.264 1.206
C 0.716 1.684 0.255
H 3.728 3.821 -1.135
C -4.129 0.227 -1.155
O -0.696 -2.921 0.837
H 3.340 -3.770 -1.499
O 4.467 0.633 -0.676
H -3.258 2.877 -1.126
H 4.979 2.876 -0.544
C 4.043 3.233 -0.316
H -5.424 -0.992 0.837
C -0.686 2.349 0.395
C 1.617 -2.578 0.043
H -5.157 1.779 0.445
C 3.334 0.677 -0.503
H -2.442 -1.967 0.180
H 3.511 -1.735 -0.670
H 1.592 3.659 0.054
H 2.898 -5.345 -0.330
C 1.659 2.787 0.136
C -4.023 1.051 -0.098
H 4.116 3.620 0.572
H -4.215 0.683 -2.038
H -3.141 3.179 0.705
H -3.707 0.612 1.127
H -4.881 -2.104 -0.300
H -6.374 -1.949 -0.372
C -1.864 -2.580 1.220
C 0.242 -2.059 0.475
N -1.751 1.676 -0.073
N 2.873 2.289 -0.291
H 3.848 -3.943 0.341
H -3.449 -0.505 -1.108
O -5.254 -0.336 -1.186
C -5.519 -1.410 -0.082
C 0.079 -0.557 0.406
C 3.087 -4.060 -0.479
C -3.064 2.232 -0.150
H -1.432 1.153 -0.690
C 2.220 -0.107 -0.293
H -1.048 -0.351 0.708
C 2.461 -1.488 -0.142
C 0.903 0.366 0.292



Formula: C24H64O8
Source: OMol25
Level of theory: wB97M-V/def2-TZVPD

Max |F| = 3.45 eV Å⁻¹
SMILES string = CC(C)O.CC(C)O.CC(C)O.CC(C)O.CC(C)O.CC(C)O.CC(C)O.CC(C)O
ΔE to the lowest compared entry with this formula, charge and spin = 2.2627 eV
2S+1 = 1

Atoms and positions in Å:
C 1.621 -6.131 3.998
H 2.294 -3.206 -2.279
C -0.560 0.166 -0.096
H -0.459 -3.430 3.288
C -1.495 5.801 -3.050
H 0.930 1.914 -2.393
H -2.400 6.391 -3.254
H 3.888 1.469 -2.979
H -1.510 -1.368 1.092
H -2.909 5.345 1.984
O -0.638 -6.168 3.550
H 0.275 4.991 0.122
H 2.840 -0.512 -3.391
H 0.234 -1.469 1.063
H 2.058 3.192 -2.931
C 2.869 -3.792 1.054
H -4.523 -0.807 -3.984
H -1.326 2.572 0.647
C 1.549 -0.089 3.750
C -3.857 -3.324 -3.605
C -5.030 -1.105 -3.134
C 4.010 0.063 2.971
H -6.217 -2.908 -1.467
H 4.259 0.908 -0.637
H -3.742 4.549 -3.756
C 0.457 -5.400 3.330
C -1.816 5.563 1.816
H -2.668 0.568 -0.167
H 2.569 0.965 -0.284
H -2.963 -3.089 -3.085
C -1.805 0.614 -0.798
H -2.041 -0.184 -1.557
C 1.871 2.087 -2.926
H -1.772 1.577 -1.335
H 3.389 -3.309 1.943
C 2.396 -3.789 -1.359
H -3.398 3.018 -2.913
H 0.616 0.836 1.307
H -2.635 4.376 -0.632
H -0.867 5.578 -3.943
H 2.825 -4.738 -1.500
H -0.797 6.347 -2.423
H 0.930 5.201 1.919
H -4.023 -4.395 -3.577
C -5.121 -2.604 -3.053
C 2.992 1.279 -2.346
O -0.286 0.979 1.050
H 0.602 0.461 3.613
H 0.201 -3.826 4.850
H 1.479 -0.971 3.119
H -1.194 3.866 -2.187
H 1.604 -0.409 4.799
C -0.675 -1.257 0.427
H 1.546 -7.158 3.618
H 1.370 -4.097 -1.075
H -1.387 -5.877 2.990
H -4.476 -0.809 -2.262
H 2.965 1.841 1.685
H -2.415 3.484 -4.351
H 1.401 -6.038 5.073
H 0.924 3.563 1.048
H 1.281 -3.538 3.509
O 2.748 -0.151 -2.482
H 2.619 -5.744 3.913
O 2.226 1.338 2.054
C 3.035 -3.018 -0.205
O -2.796 4.927 -1.375
H -3.619 -3.085 -4.623
H 0.336 0.300 -0.714
H 3.741 -0.857 2.459
H 4.085 -2.905 -0.420
C -1.015 4.262 1.736
C -2.045 4.564 -2.477
C 0.417 4.551 1.113
H 0.583 -5.438 2.234
H 3.372 2.507 -0.548
C 2.718 0.769 3.318
H -1.644 6.145 0.890
H 1.701 1.896 -3.967
H 3.267 -4.838 0.839
H -6.066 -2.919 -3.574
H 1.824 -3.863 1.272
H 4.632 0.611 2.266
H -0.650 -2.014 -0.392
O -1.774 3.402 0.884
H 2.304 -1.276 -0.920
H -0.887 3.677 2.651
C -2.934 3.861 -3.437
H 2.770 1.658 3.972
O -5.269 -3.022 -1.676
H -6.068 -0.754 -3.036
C 3.359 1.440 -0.877
C 0.325 -3.944 3.791
H -1.456 6.194 2.625
H 4.471 -0.303 3.897
O 2.451 -1.740 -0.076



| no. | energy (Eh) |
| --- | --- |
| 1 | -2599.4138 |
| 2 | -1146.1033 |
| 3 | -1554.6542 |